# 1
Entry from the OMol25 dataset: C19H19BrF3N3O2 in the gas phase (wB97M-V/def2-TZVPD).

Last column: Mulliken charge in e.
Element x y z (Å)
C: -0.139 0.027 -6.128  -1.3987
H: -1.172 0.360 -6.195  0.3416
H: 0.507 0.898 -6.213  0.3301
C: 0.107 -0.695 -4.810  0.1101
H: 1.144 -1.034 -4.770  0.3079
C: -0.180 0.226 -3.617  -1.3522
N: 0.074 -0.350 -2.307  0.3752
C: 1.486 -0.554 -1.996  -0.9843
H: 1.724 -1.617 -1.861  0.3457
C: 1.823 0.251 -0.736  0.3371
O: 2.184 1.402 -0.792  -0.6443
N: 1.625 -0.448 0.419  -0.0774
C: 1.613 0.034 1.731  0.4838
C: 1.946 1.345 2.064  -0.4913
C: 1.864 1.760 3.381  -0.6975
C: 1.455 0.895 4.381  -0.4569
C: 1.133 -0.406 4.035  -0.3373
C: 1.208 -0.849 2.730  -0.2490
H: 0.938 -1.865 2.483  0.4078
Br: 0.543 -1.618 5.378  -0.1442
H: 1.383 1.222 5.406  0.4561
H: 2.114 2.779 3.632  0.4106
H: 2.254 2.030 1.292  0.5197
H: 1.351 -1.418 0.336  0.2833
H: 2.106 -0.156 -2.801  0.6400
C: -0.770 -1.474 -1.958  -0.7291
C: -1.081 -1.491 -0.463  -0.0062
O: -1.092 -2.506 0.198  -0.6505
N: -1.345 -0.243 0.013  -0.0055
C: -1.597 0.121 1.332  -0.0282
C: -2.024 -0.775 2.309  -0.6039
C: -2.245 -0.351 3.606  -0.8488
C: -2.040 0.974 3.947  0.6049
C: -1.621 1.892 2.990  0.5016
C: -1.410 1.459 1.691  0.6545
F: -1.013 2.335 0.749  -0.4536
F: -1.413 3.174 3.313  -0.3812
F: -2.238 1.382 5.207  -0.3796
H: -2.567 -1.043 4.367  0.5232
H: -2.165 -1.810 2.047  0.5007
H: -1.133 0.513 -0.633  0.3654
H: -1.728 -1.375 -2.476  0.5121
H: -0.341 -2.452 -2.224  0.3612
H: -1.229 0.534 -3.643  0.3892
H: 0.430 1.130 -3.693  0.5030
H: -0.535 -1.577 -4.753  0.2665
H: 0.063 -0.634 -6.968  0.3885

Forces on the atoms, in the same order (eV/Å):
0.054 -0.175 0.146
-0.105 0.065 -0.066
0.046 0.113 -0.064
-0.086 0.262 0.113
0.018 -0.081 0.043
0.063 -0.147 -0.292
-0.085 -0.128 -0.038
0.052 0.272 0.150
-0.015 0.011 -0.059
0.073 -0.564 -0.226
0.031 0.374 -0.094
0.113 -0.397 -0.011
0.061 0.284 0.416
0.079 0.100 -0.224
-0.046 -0.161 0.091
-0.006 0.006 0.112
-0.024 -0.131 0.033
0.109 0.036 0.069
-0.064 -0.098 -0.024
0.099 0.115 -0.108
-0.016 0.011 0.088
0.031 0.109 0.014
0.010 0.003 -0.010
0.044 0.148 -0.088
-0.005 -0.054 0.095
0.077 -0.126 -0.032
-0.054 0.519 -0.238
0.060 -0.441 0.177
-0.114 0.264 -0.437
-0.184 0.144 0.580
-0.069 0.049 -0.149
-0.005 0.402 0.087
0.005 -0.161 -0.238
-0.042 -0.068 0.076
-0.086 -0.262 -0.003
-0.007 -0.076 0.168
-0.020 -0.231 -0.072
0.063 0.111 -0.067
-0.024 -0.036 0.088
-0.005 -0.008 -0.001
0.039 -0.205 0.084
0.027 -0.024 -0.013
-0.085 0.120 0.098
0.035 0.070 -0.041
-0.077 0.038 -0.044
0.044 -0.071 0.038
-0.011 0.018 -0.124

For the frontier orbital gap, the calculation gives 9.0 eV. For the HOMO energy, the calculation gives -8.4 eV. The strongest force on any atom comes out at 0.6 eV Å⁻¹.

---

# 2
Entry from the OMol25 dataset: C19H19BrN5ORu as an isolated structure (wB97M-V/def2-TZVPD).

Last column: Mulliken charge in e.
Element x y z (Å)
Ru: 0.281 0.865 0.310  0.3130
O: -3.111 3.853 -4.243  -0.4835
C: -2.408 3.104 -3.399  0.9997
C: -1.732 1.935 -3.750  -0.7221
C: -1.042 1.258 -2.776  -0.7936
N: -0.986 1.657 -1.485  0.1901
C: -1.651 2.781 -1.198  0.2440
Br: -1.560 3.308 0.606  -0.0352
C: -2.365 3.547 -2.077  -0.5980
H: -3.105 3.491 -5.139  0.3267
H: -1.742 1.561 -4.766  0.3503
H: -0.500 0.358 -3.022  0.4552
H: -2.877 4.449 -1.778  0.4970
C: -3.526 -0.813 1.959  -0.9395
C: -3.118 -1.862 2.765  -0.4093
C: -1.763 -2.118 2.911  -0.7574
C: -0.846 -1.320 2.257  0.6469
N: -1.243 -0.298 1.474  0.3551
C: -2.557 -0.058 1.332  -0.0832
C: 0.630 -1.543 2.349  0.6805
C: 1.210 -2.399 3.266  -0.8086
C: 2.587 -2.561 3.250  -0.5396
C: 3.343 -1.864 2.322  -0.9976
C: 2.692 -1.009 1.456  -0.2201
N: 1.365 -0.852 1.468  0.6159
H: -4.571 -0.575 1.818  0.4373
H: -3.846 -2.483 3.270  0.4690
H: -1.433 -2.942 3.525  0.3187
H: -2.829 0.770 0.695  0.3382
H: 0.612 -2.926 3.995  0.3750
H: 3.061 -3.223 3.964  0.4583
H: 4.418 -1.967 2.275  0.4358
H: 3.241 -0.423 0.731  0.4504
N: 2.565 -0.242 -1.959  -0.4230
C: 2.895 -1.398 -2.556  -0.2515
C: 1.837 -2.264 -2.384  -0.8813
C: 0.890 -1.522 -1.675  -0.1584
N: 1.327 -0.282 -1.429  0.5464
H: 3.081 0.623 -1.965  0.1651
H: 3.838 -1.509 -3.068  0.4831
H: 1.763 -3.279 -2.732  0.4695
H: -0.084 -1.834 -1.329  0.5085
C: 1.667 2.321 1.094  -1.1194
H: 1.206 2.755 1.980  0.3635
H: 1.769 3.078 0.315  0.3609
H: 2.617 1.852 1.342  0.3674

Forces on the atoms, in the same order (eV/Å):
0.540 -0.020 -0.384
0.160 -0.230 0.030
-0.307 0.382 -0.217
0.045 -0.074 0.007
0.059 -0.047 0.147
-0.148 0.085 -0.223
0.003 0.009 0.056
-0.047 0.171 0.312
0.078 -0.160 0.012
-0.029 0.038 -0.044
0.003 0.005 0.025
0.007 -0.015 0.028
0.000 0.003 0.003
-0.020 0.031 0.008
-0.003 -0.069 0.046
-0.142 -0.097 0.105
0.398 0.092 -0.036
-0.329 -0.015 -0.037
0.196 -0.021 -0.017
-0.417 0.133 -0.120
0.132 -0.100 0.097
-0.054 -0.049 0.067
0.065 0.011 -0.002
-0.154 -0.003 0.028
0.092 -0.070 0.089
0.028 -0.021 -0.001
0.017 0.006 0.006
-0.011 0.007 -0.019
-0.010 0.013 -0.014
0.014 0.014 -0.029
0.003 0.011 -0.028
-0.014 -0.003 0.016
0.004 -0.013 -0.025
-0.063 0.289 0.015
0.042 0.029 -0.030
-0.001 0.050 -0.002
0.024 -0.054 -0.028
-0.079 -0.425 0.082
0.035 -0.002 -0.011
-0.032 -0.025 0.040
-0.017 0.040 0.018
0.003 0.021 0.000
-0.248 0.020 -0.003
0.084 0.020 0.057
0.064 0.040 0.010
0.029 -0.004 -0.037

For the frontier orbital gap (alpha / beta), the calculation gives 8.0 / 7.6 eV. For the HOMO energy (alpha / beta), the calculation gives -14.0 / -15.3 eV. As for the expectation value of S²: 8.756. As for the charge: +2. The strongest force on any atom comes out at 0.7 eV Å⁻¹. Its spin multiplicity is 6.

---

# 3
Entry from the OMol25 dataset: C19H19Cl3N7O2S2Ti as an isolated structure (wB97M-V/def2-TZVPD).

Last column: Mulliken charge in e.
Element x y z (Å)
Ti: 0.414 0.754 0.422  -0.4640
C: -3.923 1.202 -0.237  -1.7400
C: -2.438 1.145 -0.413  -0.1109
N: -1.569 1.080 0.637  1.5400
N: -2.240 1.032 1.855  -1.1880
C: -1.520 1.480 2.821  0.4278
N: -2.044 1.494 4.107  -0.5896
S: 0.098 2.021 2.582  -0.4877
C: -1.802 1.039 -1.627  0.7000
C: -2.462 1.126 -2.899  -1.2290
C: -1.775 1.006 -4.056  -0.4687
C: -0.372 0.775 -3.980  -1.1598
C: 0.212 0.687 -2.756  -0.7543
N: -0.428 0.814 -1.551  0.9133
H: -4.223 0.651 0.651  0.3986
H: -4.426 0.766 -1.101  0.4580
H: -4.298 2.223 -0.114  0.2528
H: -2.819 0.855 4.214  0.2444
H: -1.341 1.400 4.822  0.2500
H: -3.528 1.313 -2.909  0.3036
H: -2.278 1.083 -5.012  0.4022
H: 0.236 0.671 -4.868  0.4714
H: 1.267 0.480 -2.690  0.8055
S: 3.152 -1.458 3.488  -0.3570
C: 3.961 0.021 3.177  -0.5060
C: 3.293 0.800 2.278  -0.5638
C: 2.064 0.239 1.809  0.6246
C: 1.892 -0.993 2.389  0.0581
C: 0.738 -1.793 2.066  0.5441
C: 0.372 -2.989 2.691  -0.9169
C: -0.753 -3.654 2.248  -0.4942
C: -1.515 -3.129 1.209  -0.9366
C: -1.121 -1.924 0.663  -0.3637
N: -0.029 -1.280 1.083  0.9881
H: 4.898 0.243 3.665  0.4718
H: 3.668 1.768 1.969  0.2998
H: 0.968 -3.380 3.503  0.4181
H: -1.044 -4.586 2.718  0.3870
H: -2.398 -3.629 0.839  0.4239
H: -1.679 -1.429 -0.122  0.3223
Cl: 1.342 3.212 -0.036  -0.1328
C: 2.742 2.899 -1.103  0.7048
Cl: 4.180 3.595 -0.344  -0.1429
Cl: 2.445 3.678 -2.659  -0.1434
C: 2.967 1.352 -1.341  0.1467
O: 3.938 1.065 -2.012  -0.6507
O: 2.128 0.584 -0.798  -0.1080
N: 0.445 -2.612 -3.159  -0.7197
N: 0.941 -2.528 -1.816  -0.1012
H: 1.063 -2.119 -3.800  0.2903
H: -0.426 -2.095 -3.174  0.3017
H: 1.444 -1.658 -1.655  -0.0856
H: 1.584 -3.295 -1.673  0.2658

Forces on the atoms, in the same order (eV/Å):
-0.026 0.524 0.209
-0.134 0.160 -0.013
0.243 -0.296 -0.137
-0.485 -0.448 0.063
0.017 0.194 0.066
0.119 -0.147 -0.027
-0.090 0.007 -0.021
0.160 0.081 0.149
-0.186 -0.106 -0.171
-0.075 0.043 0.102
-0.014 -0.003 0.026
0.026 -0.003 0.073
0.019 -0.057 0.012
0.160 0.018 -0.127
0.038 -0.027 0.002
0.013 0.030 0.003
0.028 0.015 0.024
0.013 0.023 0.016
-0.018 0.007 -0.017
0.013 0.007 -0.011
0.000 0.003 -0.012
0.021 -0.006 -0.002
-0.005 -0.001 -0.129
0.033 0.053 0.085
-0.010 0.072 -0.124
-0.001 0.057 0.090
0.110 -0.327 -0.118
-0.079 0.048 -0.147
-0.051 -0.137 0.115
-0.045 -0.068 -0.154
-0.003 -0.024 0.032
0.009 0.074 -0.040
0.136 -0.084 0.153
-0.144 0.252 -0.127
0.018 -0.040 0.021
0.025 -0.003 0.016
0.032 0.017 0.001
-0.008 -0.001 -0.008
-0.008 -0.015 0.006
-0.030 -0.046 -0.005
0.229 0.087 -0.097
-0.152 0.005 0.048
0.063 0.015 -0.010
0.000 0.039 -0.113
0.491 -0.085 0.217
-0.127 0.072 -0.109
-0.360 0.028 0.152
0.021 0.045 0.003
-0.001 0.023 -0.008
-0.015 -0.019 0.033
0.009 -0.040 -0.004
0.017 -0.040 0.037
0.008 0.025 -0.023

For the frontier orbital gap (alpha / beta), the calculation gives 5.5 / 5.5 eV. For the HOMO energy (alpha / beta), the calculation gives -3.0 / -3.0 eV. As for the charge: -1. The strongest force on any atom comes out at 0.7 eV Å⁻¹.

---

# 4
Entry from the OMol25 dataset: C19H19Cl4N3O2S as an isolated structure (wB97M-V/def2-TZVPD).

Last column: Mulliken charge in e.
Element x y z (Å)
C: 6.460 -0.127 -2.253  -1.3912
H: 5.890 -0.841 -2.871  0.2870
H: 6.476 0.748 -2.905  0.3259
H: 7.364 -0.406 -1.937  0.4468
C: 5.507 0.485 -1.128  -0.0947
C: 4.294 0.852 -1.459  0.8882
C: 3.539 1.188 -0.360  -1.2426
C: 2.022 1.741 -0.816  -0.7252
C: 1.622 1.860 -2.131  0.5284
C: 2.463 1.495 -3.029  -0.3624
C: 3.744 0.802 -2.944  -0.8469
H: 4.377 0.690 -3.817  0.3808
H: 2.112 1.781 -4.039  0.2762
O: 0.362 2.172 -2.415  -0.6264
C: -0.590 2.650 -1.457  -0.5164
C: -0.851 1.277 -0.549  0.4223
O: -1.368 1.482 0.672  -0.6714
N: -0.800 0.182 -1.271  0.0456
H: -0.640 0.217 -2.288  0.3142
C: -1.039 -1.264 -0.819  -1.8995
N: -2.111 -1.154 0.092  0.1091
C: -3.131 -2.032 -0.033  0.3225
S: -3.615 -2.862 -1.403  -0.4386
N: -4.064 -2.004 1.035  -0.1548
C: -4.374 -1.205 2.004  0.3316
C: -3.769 0.038 2.480  -0.2913
C: -3.708 0.780 3.811  -0.9508
C: -4.436 -0.160 4.669  0.6052
C: -4.749 -1.344 4.595  -0.6521
C: -4.788 -1.907 3.389  -0.1034
H: -5.296 -2.929 3.061  0.1230
H: -5.384 -1.734 5.294  0.3529
Cl: -4.445 0.630 6.328  -0.2676
H: -3.310 1.741 3.902  0.4782
H: -3.223 0.691 1.661  0.3586
H: -5.014 -2.713 0.781  0.3721
H: -2.055 -0.563 0.911  0.3498
C: 0.352 -1.947 -0.177  0.7434
Cl: 0.812 -0.917 1.069  -0.0909
Cl: 0.049 -3.603 0.050  -0.1084
Cl: 1.497 -1.739 -1.414  -0.1236
H: -1.251 -1.973 -1.664  0.7674
H: -1.307 2.997 -1.911  0.6170
H: -0.066 3.408 -0.617  0.2340
H: 1.474 1.952 -0.023  0.8116
H: 3.557 1.115 0.670  0.4632
H: 6.048 1.028 -0.369  0.4326
H: 5.363 -0.576 -0.376  0.1703

Forces on the atoms, in the same order (eV/Å):
-5.436 3.200 -1.050
0.479 -0.238 0.673
1.017 -0.025 -0.505
3.349 -1.213 1.157
9.026 -8.764 3.065
-7.514 1.669 -3.583
-7.798 2.900 -6.139
6.955 -2.450 -0.976
-1.663 0.505 7.965
5.818 -2.910 -7.446
-2.024 3.578 5.079
-0.154 -0.174 0.325
0.319 -0.675 0.105
-2.153 1.918 -2.212
11.177 -5.220 8.423
-4.223 4.458 3.679
2.927 -1.663 -5.191
0.447 -3.492 -1.027
0.308 0.635 1.017
1.452 1.288 0.243
-0.466 -2.335 0.007
-2.685 1.188 0.794
0.700 -0.260 0.325
-3.032 -5.148 -5.666
1.633 3.199 11.701
1.813 3.348 -2.566
-4.204 -8.652 -3.554
6.449 15.101 2.913
-3.444 -7.617 -2.049
-0.920 -2.682 -8.049
1.102 1.867 1.640
-0.840 -1.401 2.263
-0.526 -0.557 -0.101
0.361 1.019 0.489
-1.097 -1.342 1.464
4.037 2.460 0.593
0.368 0.208 -0.017
-2.900 2.158 -2.190
0.534 0.414 2.752
-0.315 -1.223 1.039
1.769 -0.091 -2.011
-0.292 1.224 0.604
-7.729 3.487 -4.570
-1.580 -1.763 -2.486
-2.710 1.025 3.356
1.130 -0.277 1.764
0.239 0.850 -0.303
0.296 2.473 -1.744

For the frontier orbital gap, the calculation gives 7.9 eV. For the HOMO energy, the calculation gives -8.0 eV. The strongest force on any atom comes out at 16.7 eV Å⁻¹.

---

# 5
Entry from the OMol25 dataset: C19H19ClFeN5O5S2 as an isolated structure (wB97M-V/def2-TZVPD).

Last column: Mulliken charge in e.
Element x y z (Å)
Fe: 0.951 -0.161 -2.033  0.9285
O: 1.738 1.922 -2.068  -0.7656
N: 1.046 3.026 -1.979  0.5498
C: 1.564 4.057 -1.299  -0.1012
C: 0.886 5.237 -1.140  -0.8110
C: -0.387 5.351 -1.703  -0.1171
C: -0.907 4.295 -2.408  -0.8162
C: -0.191 3.097 -2.570  0.2462
S: -0.765 1.758 -3.427  -0.3626
H: 2.544 3.867 -0.885  0.4152
H: 1.346 6.044 -0.592  0.3878
H: -0.956 6.260 -1.578  0.3780
H: -1.890 4.346 -2.843  0.4115
N: 3.427 0.110 -1.311  -0.2166
N: 3.999 -1.165 -1.167  -0.2624
C: 3.126 -2.257 -1.359  0.4434
O: 3.451 -3.314 -0.798  -0.8275
O: 2.121 -2.047 -2.076  -0.7429
H: 3.981 0.706 -1.916  0.2276
H: 3.227 0.566 -0.424  0.2128
H: 4.650 -1.295 -0.396  0.2532
C: 1.311 -5.330 0.307  -1.3467
C: 0.579 -4.127 0.790  0.8581
C: -0.751 -4.099 1.125  -1.1244
C: -1.290 -2.879 1.597  1.3120
N: -0.558 -1.800 1.718  -0.3067
C: 0.722 -1.814 1.335  -0.0743
S: 1.659 -0.447 1.386  -0.4636
N: 1.297 -3.001 0.939  0.0842
C: -2.731 -2.766 1.952  -1.4003
H: 0.628 -6.042 -0.147  0.3899
H: 1.817 -5.811 1.145  0.2450
H: 2.070 -5.019 -0.412  0.3678
H: -1.365 -4.977 1.018  0.4181
H: 2.258 -3.004 0.571  0.2646
H: -3.126 -3.717 2.305  0.4963
H: -3.268 -2.466 1.049  0.1935
H: -2.864 -1.983 2.693  0.3301
Cl: -2.290 3.970 3.491  -0.2738
C: -2.207 2.720 2.287  0.3706
C: -3.320 1.929 2.057  -0.6830
C: -3.236 0.914 1.122  -0.3311
C: -2.059 0.695 0.417  0.2243
C: -0.969 1.524 0.642  0.5020
C: -1.028 2.531 1.585  -1.1642
C: -1.957 -0.463 -0.567  -0.5091
O: -2.938 -1.180 -0.740  -0.7812
O: -0.824 -0.614 -1.119  -0.0104
H: -4.230 2.100 2.615  0.4183
H: -4.084 0.272 0.932  0.5166
H: -0.052 1.342 0.093  0.6113
H: -0.158 3.138 1.786  0.4351

Forces on the atoms, in the same order (eV/Å):
-0.034 0.494 0.724
0.576 -0.924 0.280
-0.827 0.182 -0.186
0.228 0.394 0.324
0.108 -0.130 -0.067
0.004 -0.142 -0.085
0.123 0.358 0.248
0.042 -0.466 -0.201
0.103 -0.560 0.011
-0.022 -0.029 -0.024
0.020 0.026 0.072
-0.086 0.084 -0.009
-0.118 -0.045 -0.087
-0.220 -0.155 -0.273
0.173 0.155 0.091
0.750 0.886 0.327
0.160 -0.467 0.088
-1.593 0.621 -0.504
-0.114 -0.077 0.105
0.046 -0.223 -0.131
-0.395 0.052 -0.200
0.110 0.015 -0.112
-0.450 -0.143 0.181
0.117 0.182 -0.048
0.219 -0.558 -0.133
-0.409 0.231 0.156
0.492 -0.442 0.143
0.701 0.634 0.098
-0.410 0.088 -0.122
-0.078 -0.038 -0.010
-0.069 -0.036 0.011
0.020 -0.037 0.036
-0.017 -0.072 -0.023
-0.040 -0.088 -0.034
-0.102 0.045 0.080
-0.064 -0.043 0.072
-0.015 0.005 -0.021
-0.026 0.004 0.072
-0.021 0.234 0.198
0.110 -0.154 -0.196
0.011 0.068 0.102
0.090 -0.092 -0.111
-0.004 -0.049 -0.238
0.019 -0.112 -0.181
-0.076 0.072 0.059
-0.416 0.414 0.321
-0.067 -0.078 -0.020
1.625 -0.236 -0.923
-0.018 0.022 0.019
-0.023 -0.070 -0.051
-0.135 0.080 0.126
-0.001 0.119 0.048

For the frontier orbital gap (alpha / beta), the calculation gives 7.7 / 7.7 eV. For the HOMO energy (alpha / beta), the calculation gives -5.0 / -5.0 eV. As for the expectation value of S²: 6.010. As for the charge: -1. The strongest force on any atom comes out at 1.9 eV Å⁻¹. Its spin multiplicity is 5.